{"formula": "C23H45Cl26FNO4Si", "method": "ωB97M-V with the def2-TZVPD basis set", "elements": ["C", "C", "O", "C", "N", "C", "C", "C", "O", "F", "C", "O", "O", "Si", "C", "C", "C", "H", "H", "H", "H", "H", "H", "H", "H", "H", "H", "H", "H", "H", "H", "H", "H", "H", "H", "H", "C", "Cl", "Cl", "H", "H", "C", "Cl", "Cl", "H", "H", "C", "Cl", "Cl", "H", "H", "C", "Cl", "Cl", "H", "H", "C", "Cl", "Cl", "H", "H", "C", "Cl", "Cl", "H", "H", "C", "Cl", "Cl", "H", "H", "C", "Cl", "Cl", "H", "H", "C", "Cl", "Cl", "H", "H", "C", "Cl", "Cl", "H", "H", "C", "Cl", "Cl", "H", "H", "C", "Cl", "Cl", "H", "H", "C", "Cl", "Cl", "H", "H"], "coordinates": [[-1.276, 3.933, 2.440], [-1.557, 2.728, 1.568], [-0.490, 1.827, 1.681], [-0.875, 0.474, 1.690], [0.144, -0.298, 2.379], [0.806, -1.340, 1.583], [-0.183, -2.397, 1.081], [-0.494, -2.380, -0.365], [-1.454, -1.852, -0.882], [0.314, -3.094, -1.156], [1.726, -0.809, 0.481], [2.311, -1.702, -0.204], [1.836, 0.388, 0.417], [1.977, -2.233, 2.811], [3.043, -3.485, 1.942], [0.877, -3.197, 4.025], [2.936, -0.996, 3.835], [-1.915, 3.971, 3.300], [-0.273, 3.845, 2.797], [-1.341, 4.840, 1.878], [-1.615, 3.081, 0.551], [-2.506, 2.274, 1.807], [-1.808, 0.384, 2.235], [-1.056, 0.125, 0.681], [0.867, 0.373, 2.589], [0.230, -3.371, 1.279], [-1.120, -2.345, 1.587], [3.857, -3.011, 1.432], [2.451, -4.046, 1.255], [3.459, -4.156, 2.675], [0.448, -2.552, 4.765], [0.125, -3.760, 3.510], [1.513, -3.936, 4.482], [3.464, -1.429, 4.663], [3.552, -0.402, 3.188], [2.209, -0.324, 4.257], [2.890, -3.601, -2.485], [3.520, -4.931, -1.507], [3.753, -3.445, -4.030], [1.846, -3.795, -2.692], [2.995, -2.680, -1.918], [-1.217, -2.908, -3.824], [-2.535, -3.889, -4.502], [-0.515, -1.844, -5.050], [-1.615, -2.299, -3.021], [-0.445, -3.569, -3.450], [-0.854, 8.199, 0.964], [0.540, 7.324, 1.582], [-2.274, 7.149, 0.804], [-1.094, 9.002, 1.648], [-0.609, 8.597, -0.013], [-2.325, -5.544, -1.460], [-3.113, -5.944, 0.069], [-1.946, -6.959, -2.445], [-2.983, -4.901, -2.030], [-1.400, -5.035, -1.236], [6.680, 0.860, 3.390], [5.510, 2.027, 4.030], [5.929, -0.668, 2.943], [7.145, 1.286, 2.510], [7.424, 0.667, 4.153], [-5.786, 7.731, 0.166], [-5.840, 9.419, -0.361], [-6.721, 6.680, -0.904], [-4.754, 7.406, 0.163], [-6.199, 7.669, 1.164], [-4.072, 0.045, -3.697], [-3.808, 1.763, -3.375], [-3.545, -0.970, -2.352], [-5.130, -0.117, -3.859], [-3.509, -0.232, -4.579], [9.360, -3.189, 2.436], [7.630, -3.434, 2.229], [9.728, -1.680, 3.294], [9.763, -4.013, 3.010], [9.823, -3.147, 1.459], [3.150, 9.840, 0.046], [2.354, 8.532, -0.832], [2.038, 10.714, 1.114], [3.945, 9.418, 0.647], [3.550, 10.543, -0.672], [-4.725, -2.226, 2.521], [-4.028, -3.503, 1.518], [-3.495, -1.089, 3.104], [-5.441, -1.670, 1.929], [-5.214, -2.686, 3.370], [-6.304, 10.137, -4.234], [-6.482, 11.886, -4.029], [-5.144, 9.746, -5.509], [-5.955, 9.710, -3.303], [-7.266, 9.718, -4.501], [0.260, -4.261, -7.839], [-1.066, -5.240, -8.484], [0.962, -3.208, -9.075], [-0.125, -3.642, -7.039], [1.031, -4.924, -7.470], [-0.916, -9.912, -0.273], [-1.873, -11.330, 0.189], [0.324, -9.538, 0.927], [-0.433, -10.114, -1.220], [-1.579, -9.062, -0.364]], "mulliken_charge": [-0.636, -0.302, -0.326, 0.109, -0.236, 2.010, -1.148, -0.194, -0.505, 0.033, -0.020, -0.769, -0.691, 0.424, -1.092, -1.284, -1.393, 0.346, 0.328, -0.202, 0.266, 0.340, -0.269, 0.205, 0.222, 0.381, 0.296, 0.250, 0.218, 0.508, 0.291, 0.364, 0.409, 0.508, 0.124, 0.397, 1.038, -0.214, -0.234, -0.595, 0.060, 1.312, -0.186, -0.223, -0.827, -0.066, -0.271, -0.127, -0.229, 0.297, 0.250, 0.512, -0.221, -0.174, 0.167, -0.302, -0.393, -0.173, 0.008, 0.292, 0.282, 0.275, -0.169, -0.162, -0.196, 0.302, -0.318, -0.169, 0.020, 0.306, 0.208, -0.332, -0.055, -0.166, 0.278, 0.276, -0.253, -0.131, -0.151, 0.254, 0.289, -0.468, -0.050, -0.137, 0.262, 0.337, 0.051, -0.159, -0.156, 0.005, 0.257, 0.391, -0.169, -0.172, -0.295, 0.259, 0.123, -0.179, -0.152, 0.249, -0.048], "total_charge": -1, "relative_energy_kj_mol": 18.03, "max_force_ev_per_a": 2.695, "e_homo_ev": -5.0, "homo_lumo_gap_ev": 6.7}